1.
DFT (ωB97M-V/def2-TZVPD) results for a structure of composition C2H5N5O6S in a non-equilibrium geometry.

The total energy is -1202.43416 hartree. The value obtained for the relative energy (zero: lowest compared OMol25 entry of this formula, charge and spin) is 3.103 eV. For the HOMO energy, the calculation gives -10.43 eV.

Last column: Mulliken charge in e.
Positions of all 19 atoms, in Å:
1 C -0.044 0.347 0.061  0.5296
2 C 1.001 -1.975 0.194  0.4805
3 N -3.480 -0.106 0.856  -0.4344
4 N 0.975 -0.590 -0.179  0.1487
5 N -1.225 -0.091 -0.134  -0.3090
6 N -3.965 -1.005 -0.099  1.3257
7 N 2.360 0.030 -0.236  -0.7259
8 O 2.285 -2.375 0.195  -0.5156
9 O -3.759 -0.739 -1.237  -0.6655
10 O 0.271 1.386 0.604  -0.6586
11 O 0.077 -2.522 0.650  -0.4657
12 O -4.529 -1.920 0.333  -0.6247
13 O -2.943 1.666 -0.643  -0.4620
14 S -2.179 1.010 0.569  0.5844
15 H -3.314 -0.591 1.673  0.2940
16 H 2.535 0.446 0.710  0.2844
17 H 2.271 0.760 -0.990  0.2817
18 H 2.851 -1.593 -0.015  0.4896
19 H -3.063 0.962 -1.349  0.4427

=====

2.
DFT (ωB97M-V/def2-TZVPD) results for a cluster of 15 separate species, C100H220N10O20 in total in a non-equilibrium geometry.

The total energy is -5994.00683 hartree. The value obtained for the relative energy (zero: lowest compared OMol25 entry of this formula, charge and spin) is 0.000 eV. For the HOMO energy, the calculation gives -8.25 eV.

Last column: Mulliken charge in e.
Positions of all 350 atoms, in Å:
1 C 24.159 17.515 27.461  -1.8655
2 C 23.946 18.738 26.525  2.0064
3 C 24.470 20.042 27.128  -0.9964
4 C 25.976 20.133 27.132  -0.8354
5 C 26.414 20.133 25.699  -1.1599
6 C 26.062 18.818 25.017  1.8135
7 N 24.622 18.596 25.232  0.7753
8 O 24.176 17.393 24.531  0.2575
9 C 26.282 18.955 23.502  -1.7816
10 C 26.900 17.656 25.511  -1.8784
11 C 22.465 18.874 26.279  -1.6709
12 H 23.979 16.585 26.935  0.2789
13 H 23.458 17.533 28.291  0.5084
14 H 25.145 17.459 27.904  0.2977
15 H 24.155 20.913 26.540  -0.0647
16 H 23.971 20.172 28.092  0.6123
17 H 26.387 19.238 27.649  0.3998
18 H 26.356 21.014 27.675  0.3813
19 H 27.522 20.212 25.676  0.4711
20 H 26.043 21.017 25.159  0.2816
21 H 25.494 19.577 23.009  -0.1733
22 H 27.238 19.479 23.366  0.7456
23 H 26.339 18.017 22.918  0.1862
24 H 26.917 17.623 26.595  0.3624
25 H 26.461 16.701 25.216  0.1920
26 H 27.924 17.597 25.147  0.4383
27 H 21.900 19.181 27.163  0.5297
28 H 21.975 18.010 25.854  0.2363
29 H 22.313 19.685 25.549  -0.2141
30 H 23.781 17.757 23.723  -0.0318
31 C 26.575 16.031 18.502  -1.1521
32 C 26.494 14.530 18.929  1.9627
33 C 27.626 13.690 18.327  -1.6069
34 C 28.953 13.727 19.077  -0.3787
35 C 28.657 13.332 20.490  -1.3099
36 C 27.730 14.349 21.206  2.2564
37 N 26.524 14.274 20.366  -0.0924
38 O 25.400 14.917 20.956  0.4295
39 C 27.343 13.785 22.599  -2.0782
40 C 28.121 15.809 21.354  -1.1273
41 C 25.115 14.021 18.426  -1.9799
42 H 25.976 16.660 19.176  -0.0471
43 H 26.210 16.104 17.469  0.5563
44 H 27.623 16.342 18.588  0.0440
45 H 27.242 12.684 18.217  0.5060
46 H 27.803 14.033 17.290  0.3332
47 H 29.319 14.757 18.967  0.1640
48 H 29.666 13.077 18.572  0.4074
49 H 29.574 13.186 21.077  0.4713
50 H 28.107 12.384 20.450  0.3577
51 H 28.291 13.502 23.079  0.4862
52 H 26.914 14.617 23.200  0.2188
53 H 26.724 12.882 22.484  0.4267
54 H 28.724 16.107 22.226  0.6193
55 H 28.524 16.200 20.429  -0.3388
56 H 27.208 16.402 21.533  -0.0713
57 H 25.146 13.717 17.359  0.4221
58 H 24.294 14.736 18.515  0.0898
59 H 24.820 13.104 18.951  0.4672
60 H 24.950 14.154 21.323  0.0783
61 C 17.859 23.134 25.860  -1.3829
62 C 16.560 22.400 25.503  1.8805
63 C 16.803 20.972 25.038  -0.3032
64 C 17.172 20.113 26.250  -0.6323
65 C 16.081 20.159 27.232  -1.1739
66 C 15.785 21.601 27.829  1.7336
67 N 15.589 22.398 26.627  0.2604
68 O 15.151 23.691 26.899  -0.5046
69 C 14.549 21.599 28.690  -1.9886
70 C 16.972 22.028 28.751  -1.6840
71 C 15.867 23.112 24.300  -1.9427
72 H 18.468 23.263 24.955  -0.0158
73 H 18.480 22.524 26.524  0.2402
74 H 17.737 24.164 26.226  0.4328
75 H 15.900 20.538 24.680  -0.4291
76 H 17.557 20.946 24.259  0.4721
77 H 18.128 20.542 26.612  0.1744
78 H 17.365 19.125 25.812  0.5131
79 H 16.236 19.481 28.079  0.4944
80 H 15.137 19.869 26.731  -0.0467
81 H 14.647 20.948 29.557  0.4226
82 H 14.279 22.567 29.078  0.4180
83 H 13.640 21.268 28.162  0.3212
84 H 16.860 23.014 29.124  0.4440
85 H 16.890 21.402 29.660  0.4714
86 H 17.956 21.857 28.356  0.2963
87 H 15.767 24.193 24.324  0.5196
88 H 14.946 22.580 24.094  0.3195
89 H 16.547 22.953 23.445  0.1105
90 H 15.788 24.124 27.506  0.3721
91 C 12.500 18.640 24.459  -1.6770
92 C 13.102 18.898 23.073  2.4246
93 C 14.586 18.582 22.954  -0.2686
94 C 14.898 17.128 22.783  0.1922
95 C 14.086 16.536 21.649  0.2177
96 C 12.563 16.719 21.783  1.3729
97 N 12.420 18.163 21.942  0.3234
98 O 11.036 18.615 21.842  -0.5332
99 C 11.987 16.271 20.423  -1.9468
100 C 11.808 15.894 22.911  -1.6769
101 C 12.916 20.368 22.769  -1.9290
102 H 11.417 18.619 24.503  0.3446
103 H 12.854 19.420 25.158  0.3970
104 H 12.882 17.695 24.898  0.2783
105 H 14.936 19.129 22.060  -0.0087
106 H 15.169 18.988 23.772  -0.5443
107 H 14.598 16.680 23.771  0.3265
108 H 15.971 16.830 22.644  -0.6379
109 H 14.311 15.487 21.477  -0.1706
110 H 14.446 17.104 20.772  0.0643
111 H 10.944 16.502 20.402  0.5443
112 H 12.448 16.734 19.547  0.3337
113 H 12.017 15.190 20.316  0.3303
114 H 12.282 15.890 23.907  0.2596
115 H 10.813 16.293 23.122  0.3521
116 H 11.776 14.834 22.622  0.3984
117 H 11.910 20.714 23.015  0.5424
118 H 13.057 20.681 21.722  0.3952
119 H 13.571 20.987 23.363  0.1374
120 H 11.082 19.175 21.052  0.3496
121 C 22.092 16.268 20.705  -2.3548
122 C 20.776 17.025 21.113  2.1487
123 C 21.158 18.333 21.755  -0.9808
124 C 20.086 19.413 21.753  0.3844
125 C 19.497 19.539 20.366  -0.0772
126 C 18.969 18.248 19.809  2.6947
127 N 20.080 17.308 19.821  0.3790
128 O 19.849 16.108 19.080  0.5480
129 C 17.716 17.675 20.506  -0.1725
130 C 18.629 18.507 18.333  -2.0476
131 C 19.953 16.133 22.057  -0.2600
132 H 22.558 16.070 21.696  0.5628
133 H 22.778 16.933 20.170  -0.1491
134 H 21.994 15.306 20.213  0.6200
135 H 21.415 18.139 22.779  0.5896
136 H 22.048 18.680 21.226  -0.1084
137 H 20.561 20.338 22.051  -0.7412
138 H 19.312 19.217 22.481  -0.0767
139 H 20.256 19.916 19.671  -0.1605
140 H 18.717 20.284 20.350  -0.4380
141 H 16.858 18.254 20.151  0.7264
142 H 17.623 16.587 20.377  -0.5928
143 H 17.812 17.899 21.554  -0.5349
144 H 19.484 18.717 17.665  0.1743
145 H 18.032 17.669 17.890  0.0525
146 H 17.952 19.374 18.289  0.3063
147 H 19.620 15.219 21.569  0.6093
148 H 19.118 16.650 22.590  -0.3678
149 H 20.598 15.794 22.906  -0.3187
150 H 19.195 15.592 19.592  -0.0287
151 C 28.426 19.846 16.913  -1.7283
152 C 28.358 20.704 18.214  1.8999
153 C 27.749 19.967 19.409  -1.1754
154 C 28.650 19.119 20.289  2.3045
155 C 29.925 19.916 20.584  -1.5888
156 C 30.688 20.294 19.244  1.8297
157 N 29.708 21.116 18.552  0.1322
158 O 30.340 21.746 17.421  -0.5047
159 C 31.954 21.122 19.598  -1.9770
160 C 31.104 19.077 18.449  -1.6187
161 C 27.472 21.960 17.897  -2.0191
162 H 28.774 18.801 17.058  0.2715
163 H 29.011 20.295 16.114  0.3394
164 H 27.399 19.702 16.554  0.4895
165 H 27.282 20.680 20.106  0.2664
166 H 26.903 19.362 19.043  0.2913
167 H 28.870 18.189 19.739  -1.1954
168 H 28.081 18.776 21.182  -0.3772
169 H 30.566 19.301 21.223  0.5017
170 H 29.698 20.866 21.074  0.3916
171 H 32.704 21.055 18.817  0.3872
172 H 31.799 22.143 19.930  0.4081
173 H 32.382 20.563 20.438  0.4243
174 H 31.459 19.304 17.463  0.4352
175 H 31.906 18.428 18.837  0.3401
176 H 30.302 18.383 18.274  -0.0224
177 H 27.683 22.395 16.918  0.4008
178 H 27.671 22.685 18.689  0.5624
179 H 26.413 21.721 17.910  0.2344
180 H 30.323 22.677 17.664  0.3421
181 C 20.055 11.668 24.261  -1.4885
182 C 21.509 12.237 24.236  2.3754
183 C 21.821 13.464 25.082  -0.0536
184 C 21.891 13.262 26.572  -0.5294
185 C 22.859 12.124 26.866  -1.2916
186 C 22.664 10.827 26.054  1.5481
187 N 22.463 11.178 24.643  0.4602
188 O 22.413 10.044 23.793  -0.4880
189 C 23.976 10.033 26.128  -1.8952
190 C 21.458 9.984 26.534  -1.7413
191 C 21.920 12.652 22.798  -2.3251
192 H 19.539 11.789 25.203  0.2797
193 H 20.151 10.603 24.001  0.3194
194 H 19.437 12.151 23.476  0.2127
195 H 22.742 13.881 24.653  0.4863
196 H 21.015 14.215 24.948  -0.9706
197 H 20.857 13.014 26.839  0.2657
198 H 22.181 14.184 27.087  0.2208
199 H 22.850 11.920 27.940  0.4708
200 H 23.823 12.587 26.582  0.3526
201 H 24.873 10.626 25.824  0.3207
202 H 24.258 9.589 27.081  0.3775
203 H 24.012 9.157 25.471  0.4378
204 H 20.533 10.555 26.705  0.2649
205 H 21.183 9.205 25.817  0.3245
206 H 21.648 9.465 27.481  0.4559
207 H 22.940 13.025 22.777  0.6062
208 H 21.292 13.477 22.437  0.0201
209 H 21.736 11.821 22.136  0.6634
210 H 23.229 10.107 23.304  0.3473
211 C 20.429 18.515 10.654  -2.0513
212 C 19.787 18.562 12.068  2.0869
213 C 20.141 19.854 12.695  -1.6846
214 C 19.237 20.264 13.862  0.6819
215 C 17.789 20.126 13.424  -1.8273
216 C 17.378 18.750 12.935  2.0207
217 N 18.291 18.483 11.794  0.1287
218 O 17.886 17.274 11.073  -0.4548
219 C 17.423 17.610 14.001  -1.1110
220 C 15.919 18.865 12.476  -2.1280
221 C 20.284 17.265 12.745  -1.3021
222 H 20.388 17.558 10.133  0.3703
223 H 21.486 18.824 10.802  0.4281
224 H 19.972 19.305 10.045  0.5145
225 H 21.223 19.933 12.921  0.4036
226 H 19.937 20.615 11.919  0.3815
227 H 19.500 21.230 14.296  0.5569
228 H 19.362 19.506 14.662  -0.8656
229 H 17.612 20.812 12.580  0.3911
230 H 17.170 20.414 14.281  0.4685
231 H 16.695 17.783 14.788  0.6422
232 H 17.210 16.621 13.597  0.3906
233 H 18.374 17.594 14.535  -0.4777
234 H 15.631 19.588 11.731  0.4741
235 H 15.484 17.892 12.193  0.3710
236 H 15.365 19.227 13.349  0.4227
237 H 20.159 17.317 13.841  -0.1687
238 H 21.376 17.256 12.656  0.5364
239 H 19.872 16.311 12.431  0.3808
240 H 17.707 17.625 10.196  0.3528
241 C 18.420 25.206 18.360  -1.6833
242 C 16.936 25.452 18.215  1.9810
243 C 16.334 24.950 16.930  -1.5543
244 C 16.224 23.408 16.800  -0.1666
245 C 15.334 23.001 18.008  -1.6859
246 C 15.939 23.357 19.329  2.4089
247 N 16.241 24.809 19.373  0.1920
248 O 16.678 25.281 20.614  -0.5932
249 C 14.865 23.111 20.369  -2.3898
250 C 17.240 22.498 19.686  -0.4598
251 C 16.699 26.994 18.279  -1.9598
252 H 18.858 25.547 19.294  0.4530
253 H 18.918 25.856 17.637  0.5174
254 H 18.756 24.192 18.119  0.1713
255 H 15.309 25.339 16.841  0.4188
256 H 16.931 25.340 16.104  0.4968
257 H 17.198 22.906 16.892  0.0586
258 H 15.747 23.059 15.877  0.4225
259 H 15.266 21.896 17.999  0.3327
260 H 14.334 23.382 17.833  0.4040
261 H 14.078 23.856 20.205  0.6252
262 H 14.472 22.089 20.295  0.4515
263 H 15.245 23.287 21.362  0.1166
264 H 16.932 21.586 20.200  0.2573
265 H 17.830 22.345 18.799  -0.0365
266 H 17.881 23.089 20.331  -0.3714
267 H 15.681 27.402 18.330  0.3731
268 H 17.159 27.430 17.404  0.4497
269 H 17.304 27.458 19.070  0.3694
270 H 17.566 24.908 20.776  0.2066
271 C 22.903 22.119 19.258  -2.1905
272 C 22.575 23.179 20.380  2.5572
273 C 21.056 23.368 20.324  -1.0250
274 C 20.491 24.136 21.492  -0.2119
275 C 20.852 23.379 22.735  -0.7740
276 C 22.363 23.181 22.921  1.5397
277 N 22.826 22.607 21.683  1.7363
278 O 24.135 22.078 21.736  -0.6523
279 C 23.128 24.417 23.386  -2.0184
280 C 22.488 22.039 24.027  -1.4789
281 C 23.393 24.479 20.135  -1.9138
282 H 22.407 22.321 18.323  0.5746
283 H 22.646 21.087 19.573  0.0194
284 H 23.953 22.054 19.045  0.4158
285 H 20.664 23.798 19.414  0.8133
286 H 20.616 22.356 20.336  -0.7038
287 H 19.398 24.213 21.436  -0.6426
288 H 20.887 25.159 21.497  0.5766
289 H 20.354 22.393 22.648  -0.2109
290 H 20.505 23.837 23.669  0.6769
291 H 23.058 24.679 24.457  0.4879
292 H 24.206 24.228 23.234  0.3321
293 H 22.880 25.353 22.871  0.2968
294 H 21.824 21.197 23.782  -0.3865
295 H 23.538 21.722 24.136  0.3232
296 H 22.164 22.433 24.998  0.6042
297 H 22.818 25.412 20.206  0.2206
298 H 23.877 24.502 19.183  0.5949
299 H 24.254 24.471 20.814  0.3009
300 H 24.012 21.117 21.600  0.2547
301 C 23.048 16.861 17.009  0.2977
302 C 22.447 18.287 16.840  -0.5523
303 O 22.088 18.912 18.110  -0.0649
304 O 22.026 15.887 17.233  -0.4472
305 H 23.732 17.033 17.839  -0.4730
306 H 23.611 16.645 16.095  0.6765
307 H 21.577 18.202 16.123  -0.3171
308 H 23.245 18.950 16.412  0.5748
309 H 21.393 18.387 18.593  -0.2806
310 H 21.474 16.156 17.991  0.0380
311 C 15.612 14.291 18.715  0.1158
312 C 15.142 15.497 17.915  -0.1051
313 O 15.496 15.398 16.573  -0.5974
314 O 17.027 14.244 18.887  -0.3142
315 H 15.292 13.345 18.218  0.2653
316 H 15.235 14.289 19.739  -0.2611
317 H 15.475 16.448 18.309  0.0859
318 H 14.074 15.503 17.819  0.3192
319 H 16.459 15.408 16.477  0.3457
320 H 17.509 14.154 18.041  0.1417
321 C 16.543 13.729 22.643  1.6363
322 C 15.333 12.802 22.826  -0.8926
323 O 14.511 12.866 21.722  -0.4223
324 O 17.553 13.255 21.790  -0.5423
325 H 16.936 13.829 23.661  -0.0142
326 H 16.146 14.705 22.424  -1.0690
327 H 14.807 13.037 23.744  0.3747
328 H 15.645 11.751 22.939  0.4496
329 H 13.801 12.226 21.691  0.2562
330 H 17.335 13.399 20.852  0.2652
331 C 18.367 15.506 26.128  0.6023
332 C 18.811 16.291 27.378  -0.2748
333 O 17.984 15.865 28.482  -0.5815
334 O 17.028 15.791 25.822  -0.3869
335 H 18.455 14.423 26.253  0.2708
336 H 19.030 15.804 25.290  -0.4774
337 H 18.703 17.350 27.271  -0.0197
338 H 19.860 16.059 27.569  0.2888
339 H 18.385 15.095 28.911  0.3475
340 H 16.512 15.582 26.603  0.2981
341 C 19.458 14.861 16.101  2.7671
342 C 20.499 13.938 15.440  -0.6798
343 O 19.983 13.205 14.296  -0.5635
344 O 18.179 14.249 16.173  -0.6077
345 H 19.365 15.787 15.555  -1.3815
346 H 19.838 15.124 17.088  -0.7774
347 H 20.974 13.228 16.135  0.4224
348 H 21.355 14.433 14.978  0.1396
349 H 19.885 12.285 14.512  0.3301
350 H 17.996 13.842 15.303  0.2809

=====

3.
DFT (ωB97M-V/def2-TZVPD) results for a structure of composition C4H10NO3 in a non-equilibrium geometry.

The total energy is -438.84457 hartree. The value obtained for the relative energy (zero: lowest compared OMol25 entry of this formula, charge and spin) is 3.828 eV. For the HOMO energy, the calculation gives -3.59 eV. Its total charge is -1.

Last column: Mulliken charge in e.
Positions of all 18 atoms, in Å:
1 O 3.398 0.437 -0.461  -0.6463
2 C 2.321 -0.104 -0.695  -0.2442
3 C 1.167 0.002 0.235  0.4344
4 C -0.201 -0.249 -0.329  -0.6334
5 C -1.157 -0.767 0.767  -0.4637
6 O -2.396 -1.019 0.288  -0.8554
7 N 1.391 0.910 1.297  -0.6222
8 H 2.205 -0.747 -1.576  0.3808
9 H 1.898 -0.947 0.361  0.0900
10 H -0.135 -0.971 -1.141  0.1595
11 H -0.645 0.675 -0.704  0.4677
12 H -0.713 -1.715 1.133  0.2955
13 H -1.223 -0.057 1.609  0.1834
14 H 0.902 1.774 1.102  0.2430
15 H 2.395 1.085 1.286  0.3453
16 H -3.437 0.549 -1.727  0.2487
17 H -2.741 0.117 -0.450  0.4135
18 O -3.029 1.025 -0.994  -0.7966